Record 1
{"formula": "C49H116NO20S8", "method": "wB97M-V/def2-TZVPD", "total_charge": 1, "homo_lumo_gap_ev": 8.1, "multiplicity": 1, "fmax_ha_per_bohr": 0.13886, "e_tot_ev": -181801.6441, "symbols": ["C", "C", "C", "C", "N", "C", "C", "C", "C", "C", "H", "H", "H", "H", "H", "H", "H", "H", "H", "H", "H", "H", "H", "H", "H", "H", "H", "H", "H", "H", "C", "S", "O", "C", "H", "H", "H", "H", "H", "H", "C", "S", "O", "C", "H", "H", "H", "H", "H", "H", "C", "S", "O", "C", "H", "H", "H", "H", "H", "H", "C", "S", "O", "C", "H", "H", "H", "H", "H", "H", "C", "S", "O", "C", "H", "H", "H", "H", "H", "H", "C", "S", "O", "C", "H", "H", "H", "H", "H", "H", "C", "S", "O", "C", "H", "H", "H", "H", "H", "H", "C", "S", "O", "C", "H", "H", "H", "H", "H", "H", "O", "C", "O", "C", "C", "C", "H", "H", "H", "H", "H", "H", "H", "H", "O", "C", "O", "C", "C", "C", "H", "H", "H", "H", "H", "H", "H", "H", "O", "C", "O", "C", "C", "C", "H", "H", "H", "H", "H", "H", "H", "H", "O", "C", "O", "C", "C", "C", "H", "H", "H", "H", "H", "H", "H", "H", "O", "C", "O", "C", "C", "C", "H", "H", "H", "H", "H", "H", "H", "H", "O", "C", "O", "C", "C", "C", "H", "H", "H", "H", "H", "H", "H", "H"], "positions_angstrom": [[0.76865, 0.49673, 3.63369], [1.59125, -0.17065, 2.40461], [0.78689, -0.41502, 1.12178], [0.16396, 0.85831, 0.49922], [-0.54193, 0.66888, -0.90190], [0.43254, 0.48403, -2.07684], [-0.30370, 0.74533, -3.45436], [-1.32678, 1.83838, -2.99613], [-1.20796, 1.98843, -1.40984], [-1.56646, -0.44546, -0.80871], [1.09792, 0.18442, 4.62472], [-0.30887, 0.37051, 3.52824], [0.95364, 1.57088, 3.62464], [1.98572, -1.17663, 2.54780], [2.55128, 0.33596, 2.30565], [-0.05840, -1.03127, 1.42808], [1.24320, -1.01033, 0.33091], [1.00304, 1.49475, 0.21816], [-0.60964, 1.35400, 1.08568], [0.79900, -0.54202, -2.10895], [1.33750, 1.03246, -1.81536], [-0.68511, -0.24720, -3.69419], [0.46682, 1.06962, -4.15382], [-2.33258, 1.58539, -3.33148], [-1.11986, 2.78338, -3.49839], [-2.08760, 2.24898, -0.82123], [-0.46101, 2.74661, -1.17464], [-1.05717, -1.40775, -0.75669], [-2.12296, -0.48275, -1.74520], [-2.21385, -0.21024, 0.03607], [-5.49294, -0.12227, -4.42277], [-3.99564, -0.63807, -5.44418], [-2.82587, -0.42064, -4.51092], [-4.41339, -2.37047, -5.45698], [-5.17991, -0.21507, -3.38282], [-6.39050, -0.69488, -4.65643], [-5.73385, 0.90726, -4.68757], [-3.88605, -2.95435, -6.21137], [-5.46957, -2.46923, -5.70763], [-4.21954, -2.75720, -4.45650], [-7.05198, -0.73764, 2.55870], [-5.53050, -0.45348, 1.51773], [-4.62634, 0.68665, 2.00489], [-4.73469, -2.17993, 1.74849], [-6.89398, -0.74486, 3.63716], [-7.64313, -1.61009, 2.28037], [-7.73935, 0.07585, 2.32663], [-5.11428, -2.68794, 2.63501], [-3.66484, -2.10198, 1.55499], [-5.14741, -2.77986, 0.93741], [-2.45826, 3.00670, 2.98929], [-1.35219, 4.41270, 2.66000], [-0.04192, 3.94403, 2.06598], [-2.14210, 5.12706, 1.14479], [-2.47863, 2.48277, 2.03368], [-3.41207, 3.41341, 3.32536], [-2.16857, 2.35446, 3.81315], [-1.63443, 6.06959, 0.93981], [-3.19141, 5.34810, 1.34024], [-2.07248, 4.51975, 0.24233], [3.60074, 5.48842, -2.58667], [2.00274, 4.93116, -1.77021], [1.59677, 3.59840, -2.37988], [2.74279, 4.44811, -0.16365], [4.44931, 4.91323, -2.21629], [3.71466, 6.57154, -2.54225], [3.58572, 5.27493, -3.65545], [2.04730, 4.15828, 0.62400], [3.30650, 5.30421, 0.20706], [3.52464, 3.71590, -0.36534], [4.99833, 2.42018, 8.54707], [4.32845, 3.46138, 7.20326], [5.49404, 3.86388, 6.26602], [3.25936, 2.07007, 6.48918], [5.94882, 2.79966, 8.92213], [5.10126, 1.42185, 8.12181], [4.09539, 2.33656, 9.15189], [3.66513, 1.06148, 6.56775], [3.08365, 2.27149, 5.43246], [2.24223, 2.15326, 6.87211], [-6.78259, 2.01465, -1.29707], [-5.06607, 2.53865, -0.77806], [-4.28932, 1.34733, -1.27698], [-4.74377, 3.93311, -1.88977], [-7.55046, 2.66676, -0.88086], [-7.13202, 1.02933, -0.98862], [-6.90866, 1.98031, -2.37921], [-3.71587, 4.23032, -2.09758], [-5.29463, 4.81150, -1.55348], [-5.07494, 3.47664, -2.82254], [6.30694, -3.72789, 3.39895], [5.53939, -3.17858, 1.77613], [4.63381, -1.96464, 2.19196], [7.04772, -2.36849, 1.09459], [6.84651, -2.88669, 3.83409], [6.99607, -4.57215, 3.41968], [5.50046, -4.07225, 4.04632], [6.76332, -2.08511, 0.08122], [7.83529, -3.11280, 0.97694], [7.36800, -1.52775, 1.70996], [1.19484, 0.11835, 10.08780], [0.22267, 0.38826, 8.62005], [1.06707, 0.09076, 7.35952], [-0.90630, -1.01433, 8.96521], [2.03717, 0.80060, 10.20230], [1.43566, -0.94222, 10.16059], [0.49699, 0.38173, 10.88262], [-1.51048, -0.72320, 9.82446], [-0.29586, -1.91213, 9.06218], [-1.55957, -1.06658, 8.09422], [-2.99086, -3.50180, 5.42336], [-2.33750, -2.79155, 4.71324], [-1.83566, -3.00982, 3.60848], [-1.93404, -4.29225, 3.00691], [-1.27344, -4.23066, 1.63166], [-2.14241, -1.28309, 5.12886], [-2.96991, -4.59976, 2.86370], [-1.35020, -5.02124, 3.56888], [-1.87593, -3.67406, 0.91381], [-1.10499, -5.25420, 1.29686], [-0.30202, -3.73896, 1.68345], [-1.10545, -1.02137, 5.33938], [-2.72201, -1.11253, 6.03609], [-2.53042, -0.73558, 4.26991], [-3.06459, 2.79450, -7.95005], [-3.36036, 3.37436, -6.90622], [-4.25586, 4.36147, -6.91258], [-4.38229, 5.25447, -7.99746], [-5.86328, 5.79512, -7.93239], [-3.03963, 2.87688, -5.57613], [-4.25782, 4.59323, -8.85499], [-3.63948, 6.05031, -7.94287], [-6.63329, 5.08670, -7.62691], [-6.04301, 6.25111, -8.90598], [-5.92262, 6.57589, -7.17412], [-2.45172, 1.96185, -5.50418], [-3.88538, 2.84635, -4.88919], [-2.35737, 3.65183, -5.22674], [0.20115, -3.23769, -1.87169], [-0.24969, -3.83056, -2.86777], [0.24805, -4.84966, -3.51955], [1.36508, -5.54106, -3.12077], [2.62406, -5.10064, -3.99386], [-1.58846, -3.37765, -3.40809], [1.25699, -6.62563, -3.10965], [1.52328, -5.41732, -2.04944], [2.43242, -5.40096, -5.02399], [3.52305, -5.61603, -3.65581], [2.96693, -4.06673, -3.95432], [-1.33538, -2.76941, -4.27648], [-2.02194, -2.63490, -2.73837], [-2.28051, -4.18004, -3.66369], [3.49807, 0.60249, -0.50063], [4.61019, 0.56807, -1.02959], [4.91131, 0.23009, -2.32419], [3.85702, -0.04902, -3.14900], [3.45523, -1.53743, -3.31058], [5.77664, 0.60545, -0.14868], [4.16923, 0.32005, -4.12593], [2.97240, 0.58015, -3.05053], [2.56146, -1.59796, -3.93156], [3.14682, -2.09793, -2.42807], [4.10263, -2.10914, -3.97550], [5.63661, -0.15704, 0.61754], [5.96871, 1.61556, 0.21312], [6.63970, 0.19063, -0.66941], [4.09358, -2.01428, 8.28754], [4.57950, -2.82228, 7.50015], [4.42660, -2.79115, 6.12052], [3.47688, -1.92450, 5.57470], [2.15250, -2.73613, 5.56799], [5.45523, -4.04929, 7.86805], [3.83107, -1.70072, 4.56843], [3.20101, -1.00624, 6.09316], [1.37392, -2.17112, 5.05547], [1.81157, -2.94306, 6.58241], [2.32187, -3.62714, 4.96341], [5.69313, -4.01702, 8.93128], [6.37056, -4.07633, 7.27683], [4.98403, -4.99730, 7.60853], [1.21311, -0.28438, -6.12981], [0.94983, -1.23067, -6.86883], [0.85066, -1.20729, -8.20184], [1.05610, 0.03258, -8.89942], [-0.32025, 0.62352, -9.39007], [0.75105, -2.65012, -6.33588], [1.61756, -0.28692, -9.77736], [1.72726, 0.66889, -8.32256], [-0.98403, -0.13017, -9.81368], [-0.15970, 1.41116, -10.12624], [-0.72800, 1.09800, -8.49749], [-0.27482, -2.95416, -6.54388], [1.04530, -2.63406, -5.28647], [1.42394, -3.34873, -6.83313]], "forces_ev_per_a": [[1.072, -0.327, -1.538], [-0.085, -0.128, 0.802], [-1.943, 0.848, -0.277], [0.495, -0.176, -1.800], [-0.356, 0.117, -0.767], [0.587, -1.418, 0.019], [0.854, 0.520, 3.303], [-0.343, -0.332, 0.385], [1.008, -0.392, -0.525], [0.592, 0.514, -0.694], [-0.029, -0.420, -0.103], [0.009, -0.279, 0.021], [-0.059, 0.121, -0.242], [-0.312, -0.255, 1.026], [-0.276, 0.609, -0.554], [-0.173, -0.245, 0.211], [0.729, 0.243, 0.184], [-0.240, 0.551, 0.401], [0.412, 0.025, 0.251], [-0.237, -0.286, 0.459], [-0.422, 0.723, -0.295], [-0.496, 0.602, -0.562], [-0.404, 0.012, -0.148], [-0.017, -0.264, 0.490], [0.353, 0.104, 0.433], [-0.229, -0.608, -0.348], [0.185, -0.014, -0.201], [0.162, 0.133, 0.464], [-0.251, 0.376, 0.090], [-0.058, -0.194, -0.105], [0.532, -0.046, -0.748], [-0.477, 0.923, 0.916], [-0.764, -0.517, -0.703], [-0.264, -0.648, 0.064], [-0.036, 0.059, -0.002], [0.226, -0.257, 0.018], [0.318, 0.100, 0.170], [0.401, 0.301, 0.115], [-0.024, 0.090, 0.118], [-0.071, -0.100, -0.023], [0.094, 0.682, 0.156], [0.625, -0.165, -0.169], [-1.378, -1.984, 0.170], [-1.146, 0.862, -0.454], [0.366, -0.029, -0.076], [0.667, -0.401, -0.313], [0.304, 0.358, 0.019], [0.744, 0.362, 0.436], [-0.055, 0.091, 0.628], [-0.111, 0.246, -0.331], [0.147, 0.288, -0.573], [0.887, 0.479, -1.083], [-0.674, -0.328, 0.685], [-0.641, 0.096, 0.696], [-0.576, -0.355, 0.248], [-0.197, 0.090, -0.560], [0.724, 0.179, -0.191], [0.146, -0.087, 0.252], [-0.082, 0.024, 0.068], [0.256, -0.484, 0.348], [-0.437, -0.493, -0.202], [0.670, -1.295, -0.056], [0.252, 1.075, 0.184], [0.897, 0.890, -0.288], [-0.032, 0.275, 0.385], [0.051, -0.091, 0.601], [-0.649, -0.258, -0.003], [-0.342, -0.154, -0.480], [-0.161, 0.346, 0.053], [-0.403, -0.437, -0.088], [-0.827, -0.545, -1.408], [1.473, -0.036, -1.700], [-2.081, -1.140, 1.433], [0.155, 1.009, -0.546], [-0.546, 0.187, 0.342], [0.526, 0.021, 0.057], [0.517, 0.242, 0.924], [0.075, 0.225, 0.356], [0.517, 0.287, -0.167], [0.281, -0.177, 0.639], [-0.605, 1.038, -0.222], [-0.370, -1.894, 0.541], [0.234, 0.764, 0.005], [-0.691, -0.684, -0.922], [0.165, 0.468, -0.075], [1.137, -0.209, 0.608], [0.422, 0.394, -0.156], [0.275, -0.496, 0.823], [-0.274, -0.166, -0.235], [-0.367, 0.740, -0.391], [-0.235, -0.048, -0.130], [-0.114, 2.456, 1.975], [1.572, -2.414, -0.858], [-0.505, -0.933, -0.312], [-0.379, 0.192, -0.022], [0.108, -0.060, -0.948], [-0.257, 0.531, -0.069], [0.032, 0.314, 0.141], [0.046, -0.056, 0.250], [-0.226, -0.099, -0.008], [-0.263, -0.047, 0.449], [0.779, -0.136, -1.891], [-1.404, -0.021, 2.000], [0.405, 0.779, -0.828], [0.065, -0.253, -0.447], [0.440, 0.182, 0.029], [-0.058, -0.116, 0.205], [0.200, -0.307, 0.142], [-0.287, -0.045, 0.201], [0.064, -0.188, 0.044], [-0.396, -1.579, 0.012], [-1.768, 4.093, 5.578], [2.226, -1.016, -4.879], [0.700, -0.791, -1.261], [0.039, 0.311, 0.297], [-0.179, -1.359, -0.284], [-0.036, 0.005, 0.576], [-0.463, 0.048, 0.492], [-0.036, -0.131, -0.115], [-0.144, 0.074, -0.223], [0.050, -0.021, 0.090], [0.059, -0.073, -0.288], [-0.129, 0.037, -0.272], [0.095, 0.491, 0.211], [0.547, 1.102, 1.270], [-1.469, -2.501, -3.529], [0.554, 0.853, 2.463], [-2.214, -1.007, -0.593], [1.663, 0.568, 0.065], [1.144, 0.485, 1.345], [0.168, 0.661, -0.524], [-0.050, -0.066, -0.043], [0.368, -0.428, -0.524], [-0.456, -0.062, 0.087], [0.109, 0.196, -0.058], [-0.377, -0.080, -0.597], [-0.047, 0.108, -0.183], [0.038, 0.169, 0.650], [0.220, -1.705, -1.986], [-1.043, 2.111, 2.900], [-1.483, -0.316, -1.154], [3.649, 0.251, 0.982], [-0.579, -0.969, 0.800], [0.611, 0.532, -0.314], [-0.590, 0.003, -1.107], [0.290, 0.819, 0.085], [0.073, 0.147, -0.037], [-0.163, -0.503, 0.043], [-0.882, 0.211, 0.139], [-0.289, -0.195, -0.467], [-0.047, -0.416, 0.199], [0.208, 0.040, -0.050], [1.069, 0.385, -2.189], [-1.996, -1.496, 1.093], [0.443, 0.847, 2.674], [-1.929, -0.691, -2.952], [-0.543, 0.269, -0.583], [1.747, -0.481, -0.326], [0.314, -0.394, -0.281], [0.016, -0.051, 1.072], [-0.442, 0.662, 0.006], [0.544, 0.188, 0.329], [0.797, 0.006, 0.622], [-0.566, 0.663, 0.517], [0.038, -0.263, 0.291], [0.295, 0.648, -0.271], [0.919, -1.656, -1.814], [-0.234, 0.206, 0.116], [1.361, -0.040, 2.602], [-2.562, -0.187, -0.701], [0.449, 0.639, -1.012], [-0.279, 0.775, -0.064], [-0.150, 0.024, -0.017], [0.941, 0.004, 0.515], [-0.100, 0.138, 0.075], [0.157, -0.138, -0.068], [-0.138, -0.312, 0.313], [-0.056, -0.034, -0.155], [0.068, 0.413, 0.048], [-0.463, 0.184, 0.143], [-0.416, -1.117, -1.493], [0.568, 0.318, 1.170], [-0.195, 0.097, 0.706], [-0.548, -0.256, -1.670], [1.553, 0.230, 1.418], [0.476, 0.720, -0.266], [0.087, 0.038, -0.041], [-0.583, 0.296, 0.124], [0.196, -0.057, 0.215], [0.125, -0.076, -0.011], [-0.665, -0.053, -0.233], [0.031, -0.122, 0.326], [-0.529, -0.105, 0.014], [-0.087, 0.077, -0.237]]}

---

Record 2
{"formula": "H3NO3", "method": "wB97M-V/def2-TZVPD", "total_charge": 0, "homo_lumo_gap_ev": 9.2, "multiplicity": 1, "de_lowest_kcal_mol": 70.23, "fmax_ha_per_bohr": 0.03717, "e_tot_ev": -7675.3713, "symbols": ["N", "O", "H", "O", "O", "H", "H"], "positions_angstrom": [[-1.75492, 0.13769, 0.14357], [-2.58842, -0.57069, -0.28002], [-2.22405, 1.01534, 0.56574], [1.94722, -0.70904, 0.14622], [1.40207, 0.52564, -0.32033], [2.66234, -0.86175, -0.45807], [0.55575, 0.46282, 0.20289]], "forces_ev_per_a": [[0.736, 1.520, 0.895], [-0.976, -1.034, -0.612], [0.279, -0.409, -0.208], [-0.195, -0.488, 0.801], [-1.273, 0.087, 0.819], [0.553, 0.033, -0.665], [0.876, 0.291, -1.030]]}

---

What did the second record say?
{"formula": "H3NO3", "method": "wB97M-V/def2-TZVPD", "total_charge": 0, "homo_lumo_gap_ev": 9.2, "multiplicity": 1, "de_lowest_kcal_mol": 70.23, "fmax_ha_per_bohr": 0.03717, "e_tot_ev": -7675.3713, "symbols": ["N", "O", "H", "O", "O", "H", "H"], "positions_angstrom": [[-1.75492, 0.13769, 0.14357], [-2.58842, -0.57069, -0.28002], [-2.22405, 1.01534, 0.56574], [1.94722, -0.70904, 0.14622], [1.40207, 0.52564, -0.32033], [2.66234, -0.86175, -0.45807], [0.55575, 0.46282, 0.20289]], "forces_ev_per_a": [[0.736, 1.520, 0.895], [-0.976, -1.034, -0.612], [0.279, -0.409, -0.208], [-0.195, -0.488, 0.801], [-1.273, 0.087, 0.819], [0.553, 0.033, -0.665], [0.876, 0.291, -1.030]]}